Entry 1:
DFT (wB97M-V/def2-TZVPD) results for 15 unconnected molecules or ions with the total composition C38H91FN2O15 at a distorted geometry.

```
147
Properties=species:S:1:pos:R:3:lowdin_charge:R:1
O 2.42840 2.05279 1.95134 0.12
C 1.24299 2.23594 1.95715 -0.41
F 0.48597 1.45358 2.76688 0.09
C 0.59043 3.30959 1.08578 -0.02
C -0.91719 3.34908 1.31618 -0.16
C -1.67150 2.25407 1.10704 -0.03
C -3.07901 2.24685 1.34197 -0.06
C -3.64546 3.38253 1.80497 -0.01
C -2.91250 4.58163 2.02505 -0.21
N -3.59697 5.67526 2.46551 0.14
C -2.80143 6.70911 2.58431 -0.13
C -1.40561 6.71495 2.33244 -0.11
N -0.74863 5.64994 1.94860 0.13
C -1.53646 4.55206 1.77265 -0.17
H 1.06277 4.25477 1.37433 0.12
H 0.84996 3.12657 0.03795 0.14
H -1.21909 1.32543 0.75569 0.13
H -3.70531 1.36339 1.17441 0.09
H -4.71588 3.39038 2.01337 0.12
H -3.25641 7.65076 2.90402 0.11
H -0.84411 7.63982 2.46293 0.11
C 5.68937 4.07320 2.09341 -0.09
C 4.81767 4.00805 0.85432 -0.30
O 5.62306 3.82821 -0.31399 -0.09
H 6.40531 4.89318 2.01425 0.08
H 5.08492 4.21759 2.99170 0.08
H 6.26791 3.15370 2.20392 0.07
H 4.25588 4.93442 0.72966 0.11
H 4.10936 3.18148 0.92675 0.08
H 6.10958 3.00505 -0.20403 0.07
C -0.55620 0.13113 5.71896 -0.08
C -0.30007 -1.35898 5.76805 -0.30
O -0.25306 -1.88645 4.44278 -0.09
H -1.49553 0.34163 5.20569 0.08
H -0.60107 0.56187 6.72031 0.08
H 0.23864 0.62611 5.15665 0.06
H -1.09530 -1.87198 6.30556 0.09
H 0.64912 -1.57454 6.27021 0.11
H 0.45706 -1.43151 3.98077 0.06
C -0.10169 -5.32003 3.25327 -0.09
C 0.29316 -4.60962 1.97206 -0.31
O -0.87084 -4.29383 1.19884 -0.09
H -0.65079 -6.23891 3.03640 0.07
H 0.77738 -5.57060 3.84991 0.08
H -0.76098 -4.68388 3.84847 0.06
H 0.93518 -5.24576 1.36157 0.11
H 0.83170 -3.68859 2.19333 0.07
H -1.42671 -3.72498 1.74053 0.06
C -4.58886 -2.71314 2.65100 -0.08
C -4.20358 -1.60787 1.68640 -0.31
O -4.62747 -0.33443 2.17333 -0.10
H -5.66914 -2.72698 2.80244 0.08
H -4.27333 -3.68836 2.27551 0.08
H -4.12843 -2.54940 3.62871 0.07
H -4.68042 -1.76246 0.71852 0.10
H -3.11799 -1.58704 1.53835 0.11
H -4.19763 -0.19237 3.02373 0.09
C 9.11050 4.91734 -0.04954 -0.09
C 9.97068 5.15065 -1.27667 -0.32
O 9.88516 4.04471 -2.17464 -0.09
H 9.42068 4.00999 0.46929 0.07
H 9.18008 5.75790 0.64340 0.08
H 8.06307 4.78308 -0.33206 0.06
H 11.01757 5.26322 -0.99622 0.11
H 9.65570 6.05781 -1.80374 0.11
H 8.96258 3.95248 -2.43167 0.07
C -3.53807 0.11531 -3.18323 -0.09
C -3.70149 0.46996 -1.71753 -0.32
O -3.63044 1.88010 -1.52041 -0.08
H -2.58157 0.48167 -3.56016 0.09
H -3.58385 -0.96519 -3.33083 0.07
H -4.31699 0.58195 -3.78200 0.06
H -2.90720 0.01791 -1.12094 0.11
H -4.66586 0.10929 -1.33959 0.10
H -4.33575 2.28430 -2.03529 0.09
C 4.61729 -1.95531 1.30163 -0.08
C 3.50673 -2.99055 1.31287 -0.31
O 2.69903 -2.84124 2.47887 -0.11
H 5.24048 -2.05423 2.19128 0.08
H 5.24737 -2.06449 0.41687 0.06
H 4.20196 -0.94397 1.31317 0.07
H 3.91961 -3.99852 1.32450 0.12
H 2.87219 -2.88741 0.42604 0.11
H 2.32996 -1.95224 2.45954 0.07
C -4.43239 -3.10620 8.77409 -0.09
C -3.21167 -2.62741 8.01080 -0.33
O -3.09743 -1.20733 8.07523 -0.09
H -5.33748 -2.65401 8.36664 0.08
H -4.52680 -4.19208 8.72105 0.07
H -4.37056 -2.81218 9.82478 0.07
H -3.28700 -2.90696 6.96018 0.11
H -2.29941 -3.07330 8.42162 0.11
H -3.02029 -0.96536 9.00312 0.08
C -4.84758 -1.53509 -7.49365 -0.08
C -5.00876 -1.16980 -6.03240 -0.30
O -4.93857 0.25223 -5.85995 -0.10
H -3.89138 -1.16882 -7.87377 0.06
H -4.89106 -2.61446 -7.63235 0.07
H -5.62706 -1.07591 -8.09631 0.06
H -4.21321 -1.61538 -5.43732 0.10
H -5.96565 -1.52364 -5.64646 0.10
H -5.64860 0.64107 -6.37986 0.08
C 0.22540 -1.12359 -8.01570 -0.09
C -0.85113 -2.17735 -7.83169 -0.32
O -1.61335 -1.92579 -6.65646 -0.09
H 0.89072 -1.10443 -7.15156 0.07
H 0.81742 -1.31975 -8.91158 0.07
H -0.21907 -0.12898 -8.10186 0.07
H -0.40420 -3.16517 -7.72531 0.11
H -1.52601 -2.19426 -8.69521 0.10
H -2.01827 -1.05729 -6.75325 0.06
C 7.99266 -1.45602 -1.02352 -0.09
C 7.81220 -0.14064 -0.28882 -0.32
O 8.47933 -0.18154 0.97069 -0.09
H 7.60007 -2.28135 -0.42765 0.07
H 7.47874 -1.44022 -1.98642 0.08
H 9.05187 -1.66084 -1.19634 0.07
H 6.75558 0.04915 -0.09950 0.10
H 8.21253 0.69344 -0.87498 0.11
H 9.41273 -0.33992 0.79996 0.08
C 8.99734 3.60806 5.53114 -0.09
C 8.11944 3.54912 4.29460 -0.34
O 8.90578 3.37308 3.12043 -0.09
H 9.71284 4.42762 5.45111 0.08
H 8.39734 3.75113 6.43162 0.07
H 9.57477 2.68651 5.63912 0.07
H 7.56192 4.47708 4.17895 0.10
H 7.40467 2.72240 4.36458 0.11
H 9.39124 2.54732 3.21309 0.08
C -7.00438 -4.38674 -10.61492 -0.09
C -7.17071 -3.99462 -9.15869 -0.31
O -7.10913 -2.57823 -9.00271 -0.11
H -6.05149 -4.02210 -11.00078 0.08
H -7.04134 -5.47065 -10.73560 0.07
H -7.79173 -3.94034 -11.22748 0.07
H -6.37250 -4.42401 -8.55399 0.11
H -8.12938 -4.35278 -8.76956 0.11
H -7.82053 -2.19703 -9.52753 0.09
C -7.60380 -2.40289 -1.40992 -0.09
C -6.73252 -1.88108 -2.53732 -0.32
O -6.92857 -2.63987 -3.72852 -0.09
H -7.37964 -3.45162 -1.20992 0.08
H -7.44664 -1.82823 -0.49487 0.07
H -8.66115 -2.34566 -1.68047 0.07
H -5.67875 -1.95883 -2.27251 0.10
H -6.95969 -0.82963 -2.74572 0.11
H -7.85627 -2.56585 -3.97329 0.08
```

2S+1   1
Energy   -2840.289637 Ha

=====

Entry 2:
DFT (wB97M-V/def2-TZVPD) results for a molecular structure, C4H11N3O5S2 at a distorted geometry.

```
25
Properties=species:S:1:pos:R:3:lowdin_charge:R:1
C -1.61226 -0.80265 0.71222 -0.34
C -1.86395 -2.92715 -0.35332 -0.02
C 2.71024 0.74749 -1.06613 -0.12
C -1.71299 2.54439 0.34907 -0.10
N -1.07972 -1.78382 0.08860 0.05
N 1.10226 -0.09061 1.28075 -0.18
N -0.13777 0.45619 1.08180 -0.22
O -2.62370 -0.38295 1.13513 0.14
O 3.29971 -1.02552 0.76928 -0.30
O 1.42508 -1.53532 -0.72889 -0.32
O -0.27281 1.12765 -1.37465 -0.32
O 0.94400 2.52625 0.23379 -0.33
S 2.15423 -0.55233 0.04885 0.64
S -0.18163 1.66702 -0.03842 0.58
H -1.67193 -3.78095 0.29648 0.09
H -2.92629 -2.68868 -0.32721 0.09
H -1.56793 -3.18020 -1.36970 0.10
H 1.92488 0.92493 -1.78998 0.05
H 2.91041 1.64289 -0.49172 0.06
H 3.61141 0.36086 -1.52615 0.07
H -2.18457 2.81584 -0.58653 0.07
H -2.34117 1.87980 0.92570 0.04
H -1.44345 3.42367 0.92044 0.07
H -0.08120 -1.74865 -0.20555 0.07
H 1.61917 0.38186 2.01614 0.12
```

2S+1   1
Energy   -1495.773925 Ha
ΔE to the lowest compared entry with this formula, charge and spin   0.0 kcal per mole

=====

M, record by record: 835.14 245.28 Da
HOMO-LUMO gap, record by record: 8.8 10.5 eV